No. 1
Here is a cluster of 15 separate species, C21H72N6O15 in total in a non-equilibrium geometry from OMol25. Energies are from the ωB97M-V functional and the def2-TZVPD basis.

Results
Gap between HOMO and LUMO (eV): 7.06
Calculated total energy (Ha): -2300.2402
ΔE to the lowest compared entry with this formula, charge and spin (kcal per mole): 0.7

The geometry in XYZ format:
```
114
C21H72N6O15 | OMol25 | the ωB97M-V functional and the def2-TZVPD basis
C 4.425 2.731 -0.325
C 3.480 3.070 0.810
O 2.885 1.845 1.217
H 5.237 2.142 0.008
H 4.763 3.609 -0.829
H 3.940 2.170 -1.079
H 2.707 3.772 0.521
H 3.982 3.588 1.619
H 2.476 1.945 2.066
C 1.670 0.045 3.537
C 2.405 1.180 4.147
O 1.864 2.482 3.786
H 1.891 -0.011 2.499
H 0.639 -0.002 3.713
H 2.054 -0.918 3.850
H 3.450 1.151 3.891
H 2.372 1.132 5.219
H 2.299 3.088 4.348
C -3.027 2.056 -2.395
C -3.087 2.919 -1.173
O -3.241 2.158 0.004
H -2.301 1.296 -2.344
H -2.576 2.621 -3.258
H -3.981 1.685 -2.804
H -3.914 3.668 -1.191
H -2.170 3.494 -1.123
H -2.328 1.714 0.150
C 0.035 -6.059 -3.029
C 0.163 -4.544 -2.853
O -0.391 -3.928 -1.657
H -0.902 -6.414 -2.629
H 0.652 -6.512 -2.335
H 0.199 -6.395 -4.076
H -0.089 -4.083 -3.840
H 1.257 -4.244 -2.833
H 0.045 -3.108 -1.419
C 1.822 2.310 -2.984
C 0.824 2.953 -1.974
O 0.425 4.297 -2.356
H 2.174 1.350 -2.702
H 2.627 2.965 -3.169
H 1.426 2.282 -4.030
H 1.190 3.022 -0.910
H -0.075 2.306 -1.772
H 0.498 4.834 -1.550
C 2.631 -4.117 -0.014
C 1.704 -3.478 0.909
O 2.478 -2.953 2.032
H 3.395 -4.729 0.517
H 3.215 -3.481 -0.682
H 2.145 -4.833 -0.586
H 1.117 -4.231 1.386
H 1.048 -2.771 0.410
H 3.056 -2.293 1.697
C -3.859 -1.312 1.029
O -3.772 -2.701 0.939
N -4.153 -0.545 -0.016
N -3.614 -0.634 2.153
H -3.909 -1.036 -0.932
H -4.070 0.496 -0.002
H -2.915 -1.096 2.827
H -3.745 0.386 2.304
C -4.192 2.811 3.658
O -3.611 1.824 2.989
N -5.319 3.373 3.256
N -3.694 3.279 4.730
H -5.719 2.924 2.421
H -5.817 3.963 3.858
H -2.776 2.967 5.027
H -4.138 4.111 5.273
C -0.600 -0.215 0.069
O -1.247 -1.290 -0.592
N 0.643 0.209 -0.179
N -1.254 0.548 0.871
H 1.145 -0.380 -0.819
H 1.052 1.085 0.159
H -2.138 0.172 1.247
H -0.851 1.307 1.377
C -0.788 3.438 2.413
O -0.187 3.305 1.199
H -0.383 4.286 2.905
H -0.628 2.512 3.033
H -1.844 3.655 2.347
H 0.136 4.188 0.930
C 2.728 -1.730 -3.310
O 1.783 -1.550 -2.306
H 2.785 -0.804 -3.811
H 2.272 -2.510 -3.950
H 3.614 -2.216 -2.910
H 0.975 -1.414 -2.768
C 4.841 -0.719 -0.042
O 3.867 -0.835 0.920
H 4.398 -0.167 -0.835
H 5.219 -1.657 -0.359
H 5.704 -0.264 0.368
H 3.533 -0.018 1.195
C -0.847 -2.417 2.878
O -1.579 -1.519 3.701
H -0.188 -3.116 3.350
H -0.284 -1.789 2.126
H -1.601 -3.018 2.357
H -0.982 -1.362 4.481
C -3.466 -2.873 -2.687
O -3.085 -1.556 -2.570
H -2.704 -3.501 -3.256
H -4.427 -2.920 -3.168
H -3.618 -3.294 -1.682
H -2.280 -1.462 -2.015
C -0.449 0.043 -3.968
O -0.343 -1.330 -3.884
H -1.523 0.372 -4.066
H 0.071 0.442 -4.927
H 0.086 0.455 -3.156
H -0.822 -1.639 -4.635
```

---

No. 2
Here is a structure of composition C21H9Br2Cl5N6OTi in a non-equilibrium geometry from OMol25. Energies are from the ωB97M-V functional and the def2-TZVPD basis.

Results
Gap between HOMO and LUMO (eV): 6.47
Charge: +2
Calculated total energy (Ha): -9507.4341
ΔE to the lowest compared entry with this formula, charge and spin (kcal per mole): 0.0

The geometry in XYZ format:
```
45
C21H9Br2Cl5N6OTi | OMol25 | the ωB97M-V functional and the def2-TZVPD basis
Ti 0.194 0.395 -0.467
N -0.680 0.884 -4.537
C -0.991 1.321 -3.314
N -0.052 0.913 -2.469
C 0.830 0.217 -3.259
N 0.454 0.198 -4.515
C 2.052 -0.286 -2.657
C 3.114 -0.823 -3.397
N 4.277 -1.057 -2.832
C 4.404 -0.830 -1.538
C 3.321 -0.410 -0.760
N 2.143 -0.110 -1.317
H -1.178 1.004 -5.414
H -1.852 1.915 -3.070
H 3.006 -1.033 -4.453
H 5.387 -0.984 -1.111
H 3.414 -0.315 0.314
Br -4.163 2.342 0.136
C -2.826 2.125 1.441
C -3.059 2.427 2.788
C -2.056 2.300 3.727
Br -2.452 2.672 5.533
C -0.737 1.907 3.349
C 0.394 1.871 4.179
C 1.618 1.545 3.630
C 1.720 1.235 2.273
N 0.674 1.206 1.457
C -0.534 1.557 1.990
C -1.582 1.652 1.040
O -1.242 1.310 -0.188
H -4.042 2.767 3.083
H 0.299 2.131 5.223
H 2.508 1.536 4.235
H 2.692 1.016 1.845
Cl 1.300 -1.759 1.279
C -0.097 -2.358 0.466
C -0.723 -1.415 -0.346
C -1.930 -1.809 -0.929
Cl -2.779 -0.641 -1.845
C -2.465 -3.088 -0.744
Cl -3.962 -3.513 -1.449
C -1.764 -4.022 0.040
Cl -2.378 -5.591 0.257
C -0.561 -3.652 0.669
Cl 0.302 -4.747 1.656
```

---

No. 3
Here is a structure of composition C22H11N2O5S2W from OMol25. Energies are from the ωB97M-V functional and the def2-TZVPD basis.

Results
Gap between HOMO and LUMO (eV): 6.52
Charge: +1
Calculated total energy (Ha): -2193.9522

The geometry in XYZ format:
```
43
C22H11N2O5S2W | OMol25 | the ωB97M-V functional and the def2-TZVPD basis
W -1.267 1.291 0.022
O 4.799 1.285 1.259
C 3.505 1.372 0.968
C 3.025 1.948 -0.219
C 1.667 1.969 -0.401
N 0.837 1.454 0.494
C 1.270 0.956 1.647
C 2.607 0.890 1.935
C 0.108 0.600 2.536
O 0.201 0.052 3.587
O -1.033 1.067 1.995
C 0.891 2.613 -1.509
O 1.335 3.127 -2.479
O -0.442 2.551 -1.209
H 5.353 1.647 0.555
H 3.682 2.383 -0.962
H 2.964 0.499 2.877
S -2.435 0.102 -1.568
C -3.024 1.704 -1.862
C -2.994 2.226 -3.180
C -3.303 3.532 -3.403
C -3.598 4.398 -2.325
C -3.586 3.939 -1.044
C -3.327 2.566 -0.780
S -3.264 2.041 0.888
H -2.726 1.570 -3.997
H -3.304 3.917 -4.414
H -3.826 5.438 -2.520
H -3.791 4.601 -0.213
N 2.092 -8.039 1.758
C 1.681 -6.992 1.526
C 1.171 -5.678 1.230
C 0.682 -5.397 -0.044
C 0.201 -4.133 -0.327
C 0.210 -3.147 0.661
C 0.694 -3.436 1.939
C 1.174 -4.700 2.222
C -0.277 -1.830 0.376
C -0.677 -0.704 0.179
H 0.682 -6.168 -0.802
H -0.181 -3.901 -1.311
H 0.677 -2.673 2.706
H 1.550 -4.939 3.207
```

---

No. 4
Here is a structure of composition C22H12Cl2F6N4O11S3V in a non-equilibrium geometry from OMol25. Energies are from the ωB97M-V functional and the def2-TZVPD basis.

Results
Gap between HOMO and LUMO (spin up / spin down) (eV): 7.55 / 7.56
Charge: -1
Calculated total energy (Ha): -5550.5100
Multiplicity: 3
ΔE to the lowest compared entry with this formula, charge and spin (kcal per mole): 0.0

The geometry in XYZ format:
```
61
C22H12Cl2F6N4O11S3V | OMol25 | the ωB97M-V functional and the def2-TZVPD basis
V -0.149 0.579 -0.578
Cl 3.287 1.797 5.783
C 2.432 1.224 4.369
C 2.096 -0.146 4.282
C 1.454 -0.643 3.191
Cl 1.069 -2.327 3.116
C 1.100 0.189 2.075
O 0.570 -0.322 1.045
C 1.419 1.574 2.223
C 1.040 2.500 1.216
O 0.370 2.191 0.216
C 2.097 2.069 3.364
H 2.352 -0.813 5.095
H 1.332 3.551 1.314
H 2.343 3.122 3.425
O 1.619 0.276 -1.413
N 1.760 -0.860 -1.995
N 0.698 -1.536 -1.993
O -0.409 -1.070 -1.427
C 0.568 -2.720 -2.809
C 1.533 -3.039 -3.747
C 1.349 -4.180 -4.509
C 0.220 -4.974 -4.335
C -0.731 -4.626 -3.386
C -0.563 -3.488 -2.609
H 2.393 -2.400 -3.884
H 2.089 -4.440 -5.254
H 0.083 -5.859 -4.943
H -1.612 -5.237 -3.242
H -1.285 -3.197 -1.860
F 2.082 1.851 -4.122
C 1.069 2.633 -3.756
F 1.363 3.189 -2.589
F 0.920 3.584 -4.669
S -0.497 1.585 -3.647
O -0.871 1.640 -2.208
O -0.116 0.309 -4.162
N -1.570 2.284 -4.548
S -2.369 3.577 -3.999
O -3.224 4.031 -5.051
O -1.503 4.495 -3.310
C -3.574 2.962 -2.689
F -3.191 3.362 -1.479
F -3.693 1.640 -2.698
F -4.768 3.488 -2.933
O -4.058 -1.940 2.767
S -2.858 -2.740 1.831
O -3.625 -3.625 0.959
N -2.232 -1.573 0.945
C -2.585 -0.320 0.915
O -1.956 0.561 0.240
C -3.798 0.158 1.612
C -4.282 1.447 1.391
C -5.446 1.884 1.993
C -6.147 1.011 2.827
C -5.683 -0.270 3.056
C -4.499 -0.694 2.457
H -3.718 2.089 0.728
H -5.812 2.885 1.812
H -7.065 1.335 3.302
H -6.212 -0.963 3.697
```

---

Question: Which value of calculated total energy does entry 1 give?
Answer: -2300.2402 Ha

---

Question: Among the records above, which one has the lowest calculated total energy?
Answer: C21H9Br2Cl5N6OTi